{"formula": "C14H35BClNO4PSi", "method": "the ωB97M-V functional and the def2-TZVPD basis", "fmax_ev_per_a": 5.8, "homo_lumo_gap_ev": 2.244, "e_homo_ev": -8.5, "total_charge": 1, "molar_mass_g_mol": 386.762, "elements": ["C", "Si", "C", "C", "O", "C", "C", "P", "B", "O", "O", "H", "H", "H", "H", "H", "H", "H", "H", "H", "H", "H", "H", "H", "H", "H", "H", "H", "Cl", "C", "C", "C", "C", "C", "C", "N", "O", "C", "C", "C", "H", "H", "H", "H", "H", "H", "H", "H", "H", "H", "H", "H", "H", "H", "H", "H", "H", "H"], "xyz": [[-1.9303, -1.1059, 3.6190], [-0.2386, -0.4937, 3.0584], [1.0066, -0.8798, 4.4635], [0.3388, -1.3513, 1.4604], [-0.1329, 1.2008, 2.7909], [-0.4429, 1.9568, 3.9401], [0.4585, 3.2054, 4.0112], [2.1061, 2.8724, 4.7550], [2.0974, 1.7288, 6.3303], [1.1106, 1.6779, 7.2546], [3.2041, 0.9564, 6.5414], [-2.2062, -0.5617, 4.5438], [-2.7207, -1.0260, 2.8633], [-1.7913, -2.1493, 3.9430], [0.5446, -0.5309, 5.4088], [1.2315, -1.9448, 4.4795], [1.9012, -0.2446, 4.2866], [0.1494, -0.7411, 0.5348], [1.4178, -1.5141, 1.5536], [-0.1194, -2.4095, 1.3842], [-1.4751, 2.3301, 3.7958], [-0.4676, 1.3674, 4.8739], [0.6287, 3.5246, 2.9684], [-0.0644, 4.0518, 4.4828], [2.6816, 4.1022, 5.1546], [2.9569, 2.3074, 3.7864], [0.2394, 1.8236, 6.8555], [3.4367, 0.4709, 5.7341], [0.6881, -3.3861, 2.7412], [-1.0638, -0.0508, -6.0601], [-1.5896, -0.0066, -4.6058], [-0.9928, 1.2108, -3.8831], [0.4906, 1.0435, -3.5518], [0.7418, -0.2502, -2.7779], [0.1442, -1.5015, -3.4446], [-1.2676, -1.2806, -3.8825], [-1.9888, -1.3591, -2.9005], [1.0087, -1.9274, -4.6519], [0.2677, -2.6774, -2.4727], [-3.1037, 0.1813, -4.7681], [-1.6212, 0.6409, -6.6896], [-0.0225, 0.2477, -6.1547], [-1.1814, -1.0437, -6.4966], [-1.5418, 1.3943, -2.9530], [-1.1295, 2.1006, -4.4992], [1.0945, 1.0632, -4.4620], [0.8241, 1.8930, -2.9522], [1.8150, -0.3909, -2.6435], [0.3198, -0.1371, -1.7719], [0.5337, -2.7411, -5.2024], [1.9791, -2.2872, -4.3147], [1.2180, -1.1206, -5.3494], [-0.1942, -2.4708, -1.5078], [1.3132, -2.9027, -2.2713], [-0.1881, -3.5807, -2.8830], [-3.5435, -0.6598, -5.3074], [-3.3068, 1.0847, -5.3401], [-3.6236, 0.2905, -3.8173]]}